No. 1
C20H62O15 | wB97M-V/def2-TZVPD

Last column: Mulliken charge in e.
Element x y z (Å)
C -4.09240 1.86161 -0.35466  -0.241
O -4.36671 2.28638 0.98710  -0.496
H -3.27416 2.44517 -0.79286  0.149
H -3.69323 0.85329 -0.26198  0.003
H -4.97259 1.92103 -0.98999  0.373
H -4.52899 3.23531 0.95082  0.287
C 0.10860 2.89445 -4.40769  -0.402
O 1.12504 3.87605 -4.30738  -0.499
H 0.43521 1.97870 -3.88936  0.068
H -0.81999 3.18263 -3.92382  0.194
H -0.01169 2.53102 -5.43301  0.406
H 1.69499 3.80694 -5.07577  0.284
C 0.06858 4.77080 3.66244  -0.558
C 0.71293 3.48672 3.18609  0.505
O 0.26453 2.35231 3.90121  -0.625
O 0.52746 5.85246 2.86513  -0.483
H 0.33337 4.90124 4.72129  0.355
H -1.02222 4.75332 3.64485  0.184
H 1.79379 3.62869 3.27315  0.438
H 0.51102 3.35677 2.11710  -0.476
H -0.54151 2.05892 3.44928  0.236
H 1.24518 6.31438 3.30212  0.292
C -3.08475 0.89679 3.41088  0.029
C -2.43704 0.15865 4.57411  -0.835
O -1.05942 -0.24018 4.30002  -0.536
O -2.40347 2.13534 3.14080  -0.541
H -4.12074 1.08972 3.71576  0.437
H -3.09436 0.23966 2.53394  0.075
H -3.00571 -0.70848 4.88185  0.428
H -2.31750 0.91513 5.36222  0.343
H -0.49065 0.52274 4.47069  0.354
H -2.64595 2.31082 2.21943  0.234
C 1.45480 5.15126 -1.19132  -0.423
C 1.29230 3.75716 -0.61133  -0.057
O -0.05969 3.60334 -0.16123  -0.452
O 1.02874 6.15546 -0.28308  -0.569
H 0.83381 5.20271 -2.09530  0.172
H 2.49724 5.32190 -1.46365  0.335
H 1.95048 3.62514 0.25534  0.160
H 1.53259 3.00570 -1.36594  0.267
H -0.49123 2.88405 -0.63283  0.114
H 0.25832 5.78178 0.16789  0.297
C -1.21459 -0.34563 -0.53134  -0.982
C -0.72669 -0.14748 0.87799  1.744
O -1.07753 -1.23885 1.71504  -0.783
O -0.79989 0.83916 -1.21405  0.184
H -2.30777 -0.42800 -0.54547  0.171
H -0.78919 -1.23567 -1.00745  0.187
H -1.19071 0.76478 1.27288  -0.506
H 0.36162 -0.02681 0.85631  -0.679
H -0.82414 -1.01608 2.63141  0.226
H -1.10458 0.78198 -2.13740  0.106
C 1.96888 -5.82317 -0.11398  -0.948
C 1.04787 -5.73580 -1.31683  -0.170
O 0.74947 -4.42167 -1.69087  -0.444
H 1.58432 -5.25423 0.74143  0.103
H 2.95482 -5.39018 -0.30634  0.291
H 2.07525 -6.84081 0.27145  0.351
H 0.13305 -6.31525 -1.08901  0.207
H 1.45174 -6.29072 -2.16646  0.384
H 0.49175 -3.93316 -0.89518  0.195
C -1.91935 -1.55364 -5.52257  -1.216
C -0.92439 -0.66766 -4.83691  -0.039
O -1.51699 0.11856 -3.78318  -0.422
H -1.42997 -2.01857 -6.38615  0.384
H -2.80950 -1.02279 -5.85738  0.334
H -2.20514 -2.40598 -4.90556  0.292
H -0.39919 0.01751 -5.50741  0.230
H -0.16703 -1.26935 -4.33542  0.158
H -2.16844 0.73987 -4.12357  0.193
C -2.56779 -5.37947 1.42900  -1.148
C -1.14091 -4.94883 1.73243  -0.071
O -0.76200 -3.84394 0.92430  0.114
H -2.88787 -6.24029 2.01642  0.396
H -2.58125 -5.69576 0.38181  0.250
H -3.25357 -4.54500 1.56061  0.253
H -0.44173 -5.75915 1.50776  0.188
H -1.01833 -4.74257 2.80397  0.394
H -0.92318 -2.99865 1.39368  0.258
C 3.19926 0.03445 1.56114  -0.408
C 3.00481 -1.09428 2.55591  -0.137
O 2.62294 -0.62262 3.84930  -0.521
H 4.13432 0.56158 1.75438  0.504
H 2.35250 0.71711 1.64429  -0.064
H 3.24845 -0.38763 0.55542  -0.100
H 3.95130 -1.63803 2.68212  0.349
H 2.26073 -1.81709 2.22367  0.086
H 3.10715 0.19602 3.99786  0.294
C 3.07594 -0.94622 -2.38971  -0.629
C 3.40849 -2.40360 -2.43189  -0.179
O 4.40827 -2.68162 -3.42524  -0.577
H 3.84987 -0.39128 -1.85705  0.440
H 2.14406 -0.80329 -1.82891  -0.111
H 2.88829 -0.54302 -3.38087  0.335
H 2.52530 -2.97561 -2.69925  0.220
H 3.75713 -2.68380 -1.43347  0.176
H 5.25916 -2.40464 -3.07394  0.314

Atomic forces in eV per Å
0.714 0.095 0.401
0.134 0.247 -0.364
-0.179 0.112 -0.016
-0.463 -0.059 -0.180
-0.093 -0.192 -0.024
-0.094 -0.032 0.149
1.017 -1.512 0.130
-0.384 0.318 0.038
-0.044 0.172 0.198
-0.044 0.520 -0.263
-0.501 0.498 -0.085
0.013 0.003 0.007
0.203 0.192 0.749
-0.141 0.150 -0.737
0.307 -0.218 0.132
-0.272 0.078 -0.109
-0.006 0.109 -0.094
-0.007 -0.175 -0.327
0.034 -0.365 0.253
-0.032 0.086 0.057
-0.204 0.339 0.049
0.039 -0.065 0.019
-0.165 -0.602 0.396
1.756 1.596 -0.226
-0.831 -0.211 -0.207
-0.213 -0.925 -0.207
0.031 0.088 -0.201
0.011 0.208 -0.017
-0.048 -0.098 0.052
-0.621 -0.429 0.310
0.166 -0.216 0.077
-0.084 0.364 0.098
-0.581 -0.138 -0.185
-0.123 0.083 0.115
-0.024 0.175 0.072
0.212 -0.296 0.042
0.243 0.004 -0.068
-0.019 0.122 0.042
-0.020 -0.004 -0.063
0.072 -0.008 0.000
0.165 -0.316 -0.039
0.100 0.194 0.108
-0.051 0.287 -0.217
0.152 -0.159 0.466
-0.019 -0.197 -0.109
-0.232 0.184 -0.176
0.154 -0.225 -0.007
-0.007 -0.001 0.134
0.233 0.079 -0.088
-0.069 0.172 0.000
-0.194 0.170 0.046
0.295 -0.314 0.144
0.291 0.318 0.561
-0.429 -1.144 0.598
0.132 0.483 -0.287
-0.240 0.069 -0.256
-0.007 -0.226 -0.199
0.110 -0.053 -0.340
-0.047 0.358 0.113
0.299 0.457 -0.149
-0.236 -0.236 0.060
0.209 -0.702 -0.484
0.116 0.535 0.628
-0.117 -0.036 0.218
-0.139 0.229 -0.098
0.012 0.046 -0.040
-0.179 0.259 0.259
-0.114 -0.131 -0.222
0.022 0.023 0.000
0.004 -0.187 -0.355
0.392 -0.195 -0.506
-0.025 -0.137 0.233
0.144 0.145 0.256
0.028 0.096 0.205
-0.246 0.144 0.015
-0.098 -0.032 0.052
-0.110 -0.039 -0.037
0.008 0.219 -0.127
0.042 -0.201 -0.364
-0.190 -0.403 0.060
0.693 -0.072 0.490
-0.201 0.025 -0.276
-0.061 0.138 0.020
0.071 0.133 -0.190
-0.026 0.195 -0.059
-0.087 -0.120 -0.253
-0.199 0.126 0.074
-0.087 0.002 0.131
-0.634 0.512 0.461
0.353 -0.014 -0.362
-0.136 -0.147 0.301
0.053 0.236 -0.291
0.071 0.025 0.085
0.242 0.087 -0.150
0.104 -0.271 0.060
-0.092 -0.430 -0.056
0.017 0.027 -0.055

LUMO   0.235 eV
Energy relative to the best compared isomer or geometry (same formula, charge and spin)   0.0 kcal/mol
E_tot   -52454.4503 eV
Net charge   0
SMILES   OCCO.OCCO.OCCO.OCCO.CCO.CCO.CCO.CCO.CCO.CO.CO
HOMO   -9.386 eV
Multiplicity   1

No. 2
C20H63N14O13 | wB97M-V/def2-TZVPD

Last column: Mulliken charge in e.
Element x y z (Å)
C -1.37718 -0.18651 -0.79483  -0.505
C -1.49613 -0.68790 0.60335  -0.098
O -1.91220 -2.03295 0.92633  -0.885
H -0.40528 -0.58625 -1.08420  0.147
H -1.37292 0.89076 -0.96087  0.078
H -2.16832 -0.62275 -1.40465  0.168
H -2.19221 -0.00047 1.08401  0.028
H -0.62693 -0.27337 1.11400  0.101
C 4.74502 3.06562 -4.00598  -1.503
C 3.33961 2.42359 -3.91263  0.534
C 3.04470 1.18053 -4.75077  -0.499
O 3.28536 1.51562 -6.17180  -0.374
C 2.13045 2.10873 -6.75814  -0.742
N 3.09481 1.96770 -2.54257  -0.654
H 4.84774 3.80277 -3.20964  0.431
H 4.79658 3.48235 -5.01185  0.317
H 5.42276 2.21908 -3.89579  0.315
H 2.73106 3.28781 -4.17888  0.192
H 2.04659 0.75651 -4.64078  0.347
H 3.65332 0.37288 -4.34407  0.300
H 2.28238 2.39288 -7.79943  0.285
H 1.74527 2.98600 -6.23836  0.287
H 1.24938 1.46710 -6.76950  0.298
H 3.37384 2.66566 -1.86797  0.259
H 2.08672 2.01804 -2.57881  0.208
C 4.45754 3.97985 3.49682  -1.375
C 4.16489 2.44684 3.41457  0.527
C 4.52843 1.58162 4.68085  -0.757
O 5.85953 1.37039 5.06999  -0.392
C 6.75343 0.98673 4.02103  -0.674
N 2.82478 2.12114 2.96067  -0.578
H 4.22892 4.48870 2.56038  0.385
H 5.49686 4.29867 3.57598  0.316
H 3.70771 4.40548 4.16367  0.319
H 4.79388 2.21236 2.55581  0.184
H 4.16745 0.59023 4.40711  0.429
H 3.94212 1.80766 5.57149  0.375
H 6.17417 0.53588 3.21524  0.294
H 7.49014 0.25250 4.34702  0.266
H 7.27466 1.86372 3.63722  0.230
H 2.84561 1.11216 2.92053  0.218
H 2.08785 2.49482 3.54152  0.232
C 5.92879 -2.82331 -1.16221  -0.254
C 5.98711 -4.23807 -1.68338  -0.319
O 7.37396 -4.55877 -1.54547  -0.521
O 4.55521 -2.60417 -0.85367  -0.471
H 6.37341 -2.14601 -1.89137  0.291
H 6.56693 -2.73449 -0.28301  0.241
H 5.66397 -4.34424 -2.71895  0.247
H 5.38899 -5.03696 -1.24506  0.224
H 7.45908 -5.48860 -1.76854  0.287
H 4.39472 -1.65799 -0.82951  0.268
C -4.75031 1.04605 4.27014  -0.437
C -6.09370 1.53376 4.74319  -0.228
O -5.97318 2.39211 5.81191  -0.525
O -3.90814 0.45714 5.22358  -0.523
H -4.21893 1.70799 3.58635  0.274
H -5.00429 0.32009 3.49775  0.285
H -6.87451 0.87674 5.12629  0.253
H -6.64033 1.97251 3.90846  0.277
H -5.22089 2.06990 6.31375  0.302
H -3.32298 1.13126 5.57679  0.310
C -7.20304 -1.91991 0.31746  0.688
O -7.18971 -2.75323 1.22486  -0.692
N -7.83941 -0.80869 0.37785  -0.460
N -6.35689 -1.92781 -0.61717  -0.273
H -8.53732 -0.61342 1.08133  0.224
H -8.18432 -0.52048 -0.52662  0.195
H -6.33704 -1.06627 -1.14391  0.170
H -5.98935 -2.85022 -0.80204  0.153
C 1.15408 -6.18996 1.13472  0.600
O 0.14910 -6.76796 1.35585  -0.625
N 1.19395 -5.00353 0.53862  -0.289
N 2.31707 -6.68776 1.25100  -0.369
H 0.37578 -4.41138 0.54622  0.184
H 2.05885 -4.64284 0.16187  0.099
H 3.15458 -6.13237 1.14996  0.155
H 2.46595 -7.49537 1.83896  0.229
C -6.10743 3.09221 -1.87008  0.741
O -5.01093 3.41647 -1.45650  -0.652
N -7.22426 3.72756 -1.56881  -0.449
N -6.42022 2.15834 -2.68323  -0.379
H -7.11264 4.47717 -0.90119  0.234
H -8.09401 3.30698 -1.86335  0.146
H -7.35196 2.12742 -3.07183  0.155
H -5.66828 1.54188 -2.95646  0.197
C -0.01726 -4.04363 6.03463  0.679
O -1.05014 -4.66060 5.83333  -0.669
N 0.77362 -4.39849 6.98901  -0.415
N 0.38730 -3.00999 5.38730  -0.386
H 0.50408 -5.28630 7.38805  0.226
H 1.50343 -3.78445 7.32132  0.161
H -0.29999 -2.62100 4.75769  0.256
H 1.18302 -2.49097 5.73015  0.146
C -0.53196 5.20743 -1.97635  0.735
O 0.18705 6.08971 -2.25262  -0.693
N -1.38017 4.78589 -2.81916  -0.407
N -0.58606 4.70511 -0.81620  -0.342
H -1.46692 5.35798 -3.64697  0.243
H -2.22902 4.42128 -2.41097  0.161
H 0.03915 4.85123 -0.03654  0.198
H -1.35651 4.06893 -0.66860  0.113
C -3.92228 -2.29721 -5.53208  0.680
O -4.79553 -1.47355 -5.22262  -0.682
N -3.17584 -2.25221 -6.58023  -0.367
N -3.70428 -3.40521 -4.85512  -0.366
H -2.53704 -3.03223 -6.64026  0.153
H -3.46612 -1.69746 -7.37275  0.231
H -3.94115 -3.57226 -3.88761  0.206
H -3.16694 -4.15619 -5.26428  0.142

Atomic forces in eV per Å
0.530 -1.271 -1.214
-2.235 -1.171 2.724
1.660 2.444 -1.513
0.083 0.014 -0.995
-0.002 0.234 0.435
0.004 -0.074 -0.241
-1.179 0.453 0.307
1.354 -0.608 0.402
-0.983 -1.824 -0.687
0.745 0.756 0.665
0.584 1.243 -1.372
-0.676 -0.560 0.792
-0.497 -0.043 0.131
-0.701 0.231 -0.418
0.123 0.011 -0.210
0.526 0.207 0.191
0.652 0.378 0.064
-0.858 -0.250 -0.129
-0.425 0.570 0.086
0.713 0.032 -0.755
0.613 -0.100 0.105
0.479 0.352 0.275
0.090 -0.689 0.090
0.075 0.198 0.080
-0.485 -0.541 1.152
-1.398 -0.336 -0.479
1.466 1.411 0.033
-0.373 -0.766 -1.247
1.149 0.580 0.210
-0.823 0.229 -0.009
0.723 0.428 -0.098
-0.457 -0.517 -0.486
-0.010 -0.455 1.131
0.656 0.453 0.678
0.317 -0.906 0.226
-0.361 -0.388 -0.250
0.166 0.653 0.009
0.103 -0.106 -0.207
-0.154 0.102 0.427
0.055 0.040 -0.110
-1.015 -0.084 -0.071
-0.068 -0.335 0.209
-1.009 -0.717 0.372
1.056 -0.537 -0.560
0.087 -0.564 -0.288
0.345 0.552 -0.179
-0.399 0.135 -0.304
-0.086 -0.191 0.276
0.172 0.642 -0.433
-0.295 0.589 1.111
0.293 -0.036 -0.034
-0.221 0.112 0.036
-0.816 -1.282 -2.136
-0.863 -0.302 -0.109
0.533 2.270 1.225
-0.166 0.156 0.598
0.081 0.968 0.665
0.117 -0.874 0.264
0.600 -1.659 -0.511
0.423 0.704 -0.219
-0.027 0.002 0.285
0.143 -0.024 -0.086
0.714 -3.826 5.916
-0.995 -0.588 -0.073
-4.621 5.558 -0.215
2.817 -0.788 -4.636
0.359 -0.597 0.209
0.024 0.452 0.078
0.965 -0.849 -0.667
0.734 0.664 -0.543
-2.369 2.366 -1.895
-3.280 -2.000 1.555
-0.197 2.828 -1.070
6.943 -3.390 1.499
-0.063 0.020 -0.133
-0.401 0.195 0.239
-0.359 0.063 0.070
-0.401 0.041 -0.266
1.127 2.366 1.694
0.793 -0.125 0.127
-1.958 2.543 1.600
0.636 -4.709 -3.423
-0.712 -0.155 -0.142
0.005 0.784 0.753
0.727 -0.514 -0.204
-0.452 -0.177 -0.462
-3.231 -1.748 -0.339
-0.635 -0.296 -0.602
2.799 -1.846 3.596
0.609 3.687 -2.661
0.525 0.396 0.498
-0.107 -0.719 0.207
0.395 0.356 -0.187
-0.409 0.123 -0.544
1.362 2.003 0.318
4.764 4.526 -1.594
-4.939 -2.620 -4.123
-1.249 -3.681 5.962
-0.136 -0.186 0.241
-0.265 -0.255 -0.701
-0.065 0.320 -0.666
0.441 -0.242 0.580
-3.948 1.787 2.499
0.766 -0.154 -0.265
2.424 0.468 -3.732
0.621 -3.294 2.345
0.090 0.650 -0.906
0.347 -0.197 0.182
-0.253 0.570 -0.263
-0.074 0.255 0.237

LUMO   1.848 eV
E_tot   -69236.5555 eV
Net charge   -1
HOMO   -2.404 eV
Multiplicity   1